1.
{"formula": "C20H30B2FN2O20Pb", "method": "wB97M-V/def2-TZVPD", "total_charge": -1, "e_lumo_ev": 1.654, "homo_energy_ev": -6.57, "orbital_gap_ev": 8.22, "e_tot_ev": -74486.79816, "symbols": ["F", "H", "H", "O", "C", "H", "C", "C", "O", "H", "H", "H", "O", "O", "C", "H", "H", "H", "C", "C", "C", "C", "H", "C", "C", "O", "C", "H", "C", "O", "H", "C", "H", "C", "O", "O", "H", "C", "O", "O", "H", "O", "O", "O", "O", "O", "O", "H", "H", "H", "O", "H", "C", "C", "H", "B", "H", "C", "B", "H", "O", "O", "H", "H", "H", "C", "H", "H", "H", "H", "C", "H", "N", "N", "Pb", "O"], "positions_angstrom": [[-6.656, 2.485, -5.161], [-3.623, -0.852, -3.904], [-5.770, 0.295, -0.120], [-12.954, 4.385, -6.963], [-8.510, 2.886, -2.292], [-2.996, -0.190, -5.740], [-10.264, -0.061, -5.614], [-4.594, 4.208, -2.330], [-7.086, -0.379, -1.619], [-5.907, -3.919, -3.641], [-5.061, -2.637, -5.509], [-8.686, -0.752, -0.426], [-9.200, -0.419, -5.161], [-3.850, 4.866, -1.470], [-4.767, -2.281, -4.522], [-4.596, 0.222, -7.651], [-6.749, -1.800, -8.246], [-5.389, -2.757, -2.530], [-10.994, -0.567, -6.888], [-9.358, 0.612, -1.858], [-2.415, 4.461, 1.478], [-8.259, 0.113, -0.948], [-10.452, 3.276, -1.317], [-4.570, 2.706, -1.967], [-6.995, -0.831, -7.790], [-5.115, 1.815, -2.576], [-5.838, -2.832, -3.528], [-3.818, -2.791, -4.331], [-4.823, -0.522, -6.885], [-5.322, 4.658, -3.166], [-11.891, 5.011, -4.164], [-11.606, 4.587, -3.203], [-7.917, 3.372, -3.072], [-4.082, -0.127, -5.609], [-11.835, 2.446, -6.705], [-0.074, 4.355, 0.829], [-10.141, 1.107, -1.274], [-13.943, 2.546, -5.725], [-7.086, -2.185, -3.705], [-10.550, -1.415, -7.610], [-5.106, -0.850, -1.184], [-15.002, 2.976, -5.385], [-10.304, 4.024, -3.282], [-13.457, 1.344, -5.413], [-1.730, 3.884, -0.641], [-12.146, 0.062, -7.001], [-6.227, -0.512, -6.658], [-8.015, -1.029, -7.461], [-11.690, 5.441, -2.522], [-8.393, -3.810, -3.294], [-11.056, 0.817, -5.080], [-6.944, -0.088, -8.588], [-12.886, 3.251, -6.590], [-9.738, 3.729, -2.016], [-4.570, -1.533, -7.217], [-12.152, 1.159, -6.029], [-9.580, 1.798, -3.477], [-8.121, -2.802, -2.964], [-3.206, 3.880, -0.581], [-7.853, -2.893, -1.909], [-3.527, 4.267, 0.793], [-3.769, 2.538, -0.940], [-4.161, 0.963, -5.538], [-9.892, -0.165, -2.408], [-12.283, 3.802, -2.857], [-6.045, -0.595, -0.694], [-9.438, 4.660, -1.521], [-7.955, 0.850, -0.202], [-6.305, -1.393, 0.008], [-7.891, 2.812, -1.397], [-1.225, 4.233, 0.528], [-9.035, -2.226, -3.089], [-8.806, 1.534, -2.865], [-4.520, -0.826, -4.375], [-6.896, 0.304, -4.088], [-2.307, 4.904, 2.588]]}


2.
{"formula": "C6H10ClOP", "method": "wB97M-V/def2-TZVPD", "e_lumo_ev": [-0.655, -0.626], "homo_energy_ev": [-8.44, -8.53], "orbital_gap_ev": [7.79, 7.90], "e_tot_ev": -30239.14278, "symbols": ["C", "Cl", "H", "H", "C", "H", "H", "O", "P", "H", "C", "H", "H", "C", "C", "H", "C", "H", "H"], "positions_angstrom": [[0.371, 1.131, -0.346], [3.177, 0.481, 0.332], [-0.731, 1.188, -2.076], [-1.610, -1.579, 0.540], [0.337, -1.822, -0.041], [0.388, 2.666, -1.776], [-0.716, 2.121, 1.161], [1.453, -1.311, -0.753], [1.784, 0.227, -1.039], [0.529, -3.247, 1.506], [0.310, 1.769, 1.052], [0.475, 1.005, 1.844], [1.694, -3.392, 0.382], [-0.765, -1.139, 0.080], [0.675, -3.244, 0.434], [-1.331, 2.377, -1.081], [-0.385, 2.001, -1.393], [1.082, 2.583, 1.010], [0.044, -3.923, -0.112]]}


3.
{"formula": "C6H8S2", "method": "wB97M-V/def2-TZVPD", "e_lumo_ev": 0.762, "homo_energy_ev": -8.61, "orbital_gap_ev": 9.37, "e_tot_ev": -28018.82913, "symbols": ["C", "H", "H", "S", "C", "H", "H", "C", "S", "H", "C", "H", "H", "H", "C", "C"], "positions_angstrom": [[1.440, -1.311, -1.002], [0.026, -0.069, -2.118], [1.183, -2.311, -1.396], [0.677, 1.344, -0.292], [-1.577, 0.384, 0.599], [-1.996, 1.083, -0.134], [-2.051, 2.045, 1.934], [-0.251, 0.842, 1.139], [-1.215, -1.130, -0.245], [0.256, 0.012, 1.616], [0.304, -0.332, -1.062], [2.983, -0.159, -0.103], [-1.557, 0.575, 2.833], [3.417, -1.941, -0.545], [2.662, -1.123, -0.519], [-1.521, 1.095, 1.930]]}